(1)
Molecular formula: C4H11P
Method: DFT, the ωB97M-V functional and the def2-TZVPD basis

SMILES	C=[P@@H](C)CC
energy above the lowest of the compared OMol25 structures with the same formula, charge and spin	51.5	kcal per mole
charge	0
gap between HOMO and LUMO	8.1	eV
largest force on an atom	0.0591	Eh/bohr
spin multiplicity	1
LUMO energy	0.03753	Eh
E_HOMO	-0.2585	hartree
electronic energy	-13612.42051	eV

Each atom is followed by the atoms it is bonded to, with distances in Å.
CARTESIAN COORDINATES (ANGSTROEM)
1 C 2.02 0.99 0.08  P2 1.727, H6 1.124, H7 1.113
2 P 0.61 0.08 -0.31  C1 1.727, C3 1.804, C4 1.761, H8 1.433
3 C 0.94 -1.59 0.28  P2 1.804, H9 1.062, H10 1.161, H11 1.046
4 C -0.82 0.70 0.51  P2 1.761, C5 1.588, H12 1.105, H13 1.185
5 C -2.08 0.23 -0.33  C4 1.588, H14 1.103, H15 1.040, H16 1.060
6 H 1.89 2.10 0.23  C1 1.124
7 H 2.98 0.61 -0.35  C1 1.113
8 H -0.05 0.10 -1.59  P2 1.433
9 H 1.43 -1.39 1.20  C3 1.062
10 H 0.04 -2.32 0.29  C3 1.161
11 H 1.62 -2.18 -0.25  C3 1.046
12 H -0.81 0.49 1.60  C4 1.105
13 H -0.43 1.79 0.25  C4 1.185
14 H -2.24 0.71 -1.31  C5 1.103
15 H -2.13 -0.79 -0.49  C5 1.040
16 H -2.97 0.47 0.19  C5 1.060

How positive or negative is each atom? The natural (NBO) charges in e answer that:
1. C -1.2314
2. P 1.3320
3. C -0.9781
4. C -0.7626
5. C -0.6177
6. H 0.2271
7. H 0.2300
8. H -0.0984
9. H 0.2646
10. H 0.2368
11. H 0.2484
12. H 0.2564
13. H 0.2478
14. H 0.2212
15. H 0.2059
16. H 0.2179


(2)
Molecular formula: C4H11P4
Method: DFT, the ωB97M-V functional and the def2-TZVPD basis

energy above the lowest of the compared OMol25 structures with the same formula, charge and spin	0.1	kcal per mole
charge	+1
gap between HOMO and LUMO	8.9	eV
largest force on an atom	0.0669	Eh/bohr
spin multiplicity	1
LUMO energy	-0.16337	Eh
E_HOMO	-0.4916	hartree
electronic energy	-41473.81215	eV

Each atom is followed by the atoms it is bonded to, with distances in Å.
CARTESIAN COORDINATES (ANGSTROEM)
1 C 2.48 1.34 0.61  P5 1.706, P6 1.881, H9 1.020
2 C 1.18 -2.17 0.78  P7 1.888, H10 1.127, H11 1.140, H12 1.051
3 C -1.49 -0.25 0.19  P8 1.848, H13 1.103, H14 1.091, H15 1.105
4 C -0.64 1.00 -2.12  P8 1.854, H16 1.079, H17 1.077, H18 1.102
5 P 3.19 -0.04 -0.09  C1 1.706, P7 2.180
6 P 0.78 2.13 0.46  C1 1.881, P8 2.177, H19 1.473
7 P 1.51 -1.22 -0.81  C2 1.888, P5 2.180, P8 2.121
8 P 0.09 0.33 -0.55  C3 1.848, C4 1.854, P6 2.177, P7 2.121
9 H 3.20 1.97 0.99  C1 1.020
10 H 0.19 -2.68 0.61  C2 1.127
11 H 1.04 -1.48 1.68  C2 1.140
12 H 1.89 -2.93 0.88  C2 1.051
13 H -1.11 -0.94 0.96  C3 1.103
14 H -1.99 -0.82 -0.60  C3 1.091
15 H -2.06 0.62 0.57  C3 1.105
16 H -1.41 0.33 -2.48  C4 1.079
17 H 0.17 1.00 -2.83  C4 1.077
18 H -0.99 2.00 -1.84  C4 1.102
19 H 0.38 1.58 1.76  P6 1.473

How positive or negative is each atom? The natural (NBO) charges in e answer that:
1. C -0.8896
2. C -0.8927
3. C -0.9035
4. C -0.8989
5. P 0.5461
6. P 0.3965
7. P 0.2626
8. P 0.8182
9. H 0.2285
10. H 0.2487
11. H 0.2407
12. H 0.2650
13. H 0.2490
14. H 0.2590
15. H 0.2722
16. H 0.2570
17. H 0.2555
18. H 0.2599
19. H 0.0259


(3)
Molecular formula: C4H11PS4
Method: DFT, the ωB97M-V functional and the def2-TZVPD basis

charge	0
gap between HOMO and LUMO (spin up / spin down)	7.0 / 5.7	eV
largest force on an atom	0.0944	Eh/bohr
expectation value of S²	2.008
spin multiplicity	3
LUMO energy (spin up / spin down)	0.01816 / -0.10451	Eh
E_HOMO (spin up / spin down)	-0.2373 / -0.3148	hartree
electronic energy	-56953.33364	eV

Each atom is followed by the atoms it is bonded to, with distances in Å.
CARTESIAN COORDINATES (ANGSTROEM)
1 C -2.63 -0.37 0.59  C4 1.569, H10 1.015, H11 1.068, H12 1.010
2 C -1.51 1.70 -0.40  C4 1.470, H13 1.187, H14 1.014, H15 1.073
3 C 2.34 -2.30 0.55  S8 1.845, H16 1.129, H17 1.015, H18 1.070
4 C -1.40 0.25 -0.16  C1 1.569, C2 1.470, S9 1.896, H19 1.085
5 P 2.07 0.17 -0.52  S6 1.955, S7 2.112, S8 2.078, S9 2.645
6 S 1.52 -0.25 -2.35  P5 1.955
7 S 2.62 2.20 -0.36  P5 2.112, H20 1.375
8 S 3.50 -0.86 0.59  C3 1.845, P5 2.078
9 S -0.01 0.07 1.11  C4 1.896, P5 2.645
10 H -3.42 -0.23 -0.04  C1 1.015
11 H -2.49 -1.43 0.56  C1 1.068
12 H -2.90 0.00 1.49  C1 1.010
13 H -1.46 2.37 0.58  C2 1.187
14 H -2.38 1.88 -0.88  C2 1.014
15 H -0.64 1.87 -1.01  C2 1.073
16 H 2.21 -2.37 -0.57  C3 1.129
17 H 1.56 -1.95 1.10  C3 1.015
18 H 2.93 -3.13 0.87  C3 1.070
19 H -1.31 -0.34 -1.06  C4 1.085
20 H 1.38 2.72 -0.08  S7 1.375

How positive or negative is each atom? The natural (NBO) charges in e answer that:
1. C -0.6078
2. C -0.6326
3. C -0.7105
4. C -0.2985
5. P 0.5214
6. S -0.5392
7. S -0.2861
8. S -0.0467
9. S 0.2202
10. H 0.2032
11. H 0.2102
12. H 0.2128
13. H 0.2133
14. H 0.2237
15. H 0.2291
16. H 0.2484
17. H 0.2096
18. H 0.2374
19. H 0.2440
20. H 0.1480


(4)
Molecular formula: C4H11S
Method: DFT, the ωB97M-V functional and the def2-TZVPD basis

energy above the lowest of the compared OMol25 structures with the same formula, charge and spin	48.5	kcal per mole
charge	-1
gap between HOMO and LUMO	5.0	eV
largest force on an atom	0.1032	Eh/bohr
spin multiplicity	1
LUMO energy	0.11195	Eh
E_HOMO	-0.0708	hartree
electronic energy	-15160.69935	eV

Each atom is followed by the atoms it is bonded to, with distances in Å.
CARTESIAN COORDINATES (ANGSTROEM)
1 C 3.03 2.22 -3.68  S2 1.846, H3 1.031, H4 1.128, H5 1.085
2 S 3.66 0.58 -3.11  C1 1.846
3 H 3.67 2.88 -3.20  C1 1.031
4 H 3.18 2.52 -4.75  C1 1.128
5 H 1.98 2.43 -3.50  C1 1.085
6 C -2.54 -1.34 2.15  C7 1.604, H9 1.152, H10 1.059, H11 1.077
7 C -1.40 -0.28 1.78  C6 1.604, C8 1.480, H12 1.027, H13 1.074
8 C -0.29 -0.98 1.10  C7 1.480, H14 1.099, H15 1.000, H16 1.210
9 H -2.83 -1.95 1.22  C6 1.152
10 H -3.45 -0.90 2.49  C6 1.059
11 H -2.08 -2.01 2.86  C6 1.077
12 H -1.10 0.18 2.65  C7 1.027
13 H -1.97 0.26 1.05  C7 1.074
14 H -0.01 -1.83 1.73  C8 1.099
15 H -0.46 -1.60 0.33  C8 1.000
16 H 0.61 -0.19 0.87  C8 1.210

How positive or negative is each atom? The natural (NBO) charges in e answer that:
1. C -0.7345
2. S -0.7533
3. H 0.1772
4. H 0.1497
5. H 0.1631
6. C -0.6020
7. C -0.3925
8. C -0.6063
9. H 0.1923
10. H 0.1974
11. H 0.1910
12. H 0.1951
13. H 0.1967
14. H 0.1875
15. H 0.2099
16. H 0.2284


(5)
Molecular formula: C4H12
Method: DFT, the ωB97M-V functional and the def2-TZVPD basis

energy above the lowest of the compared OMol25 structures with the same formula, charge and spin	14.2	kcal per mole
charge	-1
gap between HOMO and LUMO (spin up / spin down)	2.8 / 12.0	eV
largest force on an atom	0.0325	Eh/bohr
expectation value of S²	0.750
spin multiplicity	2
LUMO energy (spin up / spin down)	0.16294 / 0.16490	Eh
E_HOMO (spin up / spin down)	0.0587 / -0.2761	hartree
electronic energy	-4340.42216	eV

Each atom is followed by the atoms it is bonded to, with distances in Å.
CARTESIAN COORDINATES (ANGSTROEM)
1 C -1.27 -0.15 -1.69  C2 1.542, H3 1.099, H4 1.083, H5 1.085
2 C 0.07 -0.35 -2.43  C1 1.542, H6 1.091, H7 1.083, H8 1.094
3 H -1.61 0.89 -1.78  C1 1.099
4 H -2.07 -0.82 -2.00  C1 1.083
5 H -1.20 -0.16 -0.61  C1 1.085
6 H -0.09 -1.02 -3.28  C2 1.091
7 H 0.85 -0.59 -1.72  C2 1.083
8 H 0.35 0.59 -2.92  C2 1.094
9 C 0.47 -0.42 1.64  C10 1.555, H11 1.094, H12 1.062, H13 1.088
10 C 0.77 0.86 2.47  C9 1.555, H14 1.090, H15 1.095, H16 1.086
11 H -0.56 -0.38 1.30  C9 1.094
12 H 1.04 -0.36 0.74  C9 1.062
13 H 0.52 -1.31 2.25  C9 1.088
14 H 0.02 1.62 2.25  C10 1.090
15 H 0.61 0.59 3.52  C10 1.095
16 H 1.76 1.28 2.29  C10 1.086

How positive or negative is each atom? The natural (NBO) charges in e answer that:
1. C -0.7400
2. C -0.7416
3. H 0.1898
4. H 0.1870
5. H 0.2140
6. H 0.1881
7. H 0.2126
8. H 0.1894
9. C -0.9637
10. C -0.8502
11. H 0.1798
12. H 0.1899
13. H 0.1877
14. H 0.1876
15. H 0.1806
16. H 0.1892


(6)
Molecular formula: C4H12
Method: DFT, the ωB97M-V functional and the def2-TZVPD basis

energy above the lowest of the compared OMol25 structures with the same formula, charge and spin	6.7	kcal per mole
charge	-1
gap between HOMO and LUMO (spin up / spin down)	2.8 / 12.1	eV
largest force on an atom	0.0167	Eh/bohr
expectation value of S²	0.750
spin multiplicity	2
LUMO energy (spin up / spin down)	0.15887 / 0.16548	Eh
E_HOMO (spin up / spin down)	0.0573 / -0.2807	hartree
electronic energy	-4340.74650	eV

Each atom is followed by the atoms it is bonded to, with distances in Å.
CARTESIAN COORDINATES (ANGSTROEM)
1 C -0.31 0.05 -1.46  C2 1.522, H3 1.095, H4 1.092, H5 1.091
2 C -0.74 0.64 -2.80  C1 1.522, H6 1.097, H7 1.095, H8 1.091
3 H 0.67 -0.43 -1.55  C1 1.095
4 H -0.31 0.72 -0.60  C1 1.092
5 H -0.94 -0.81 -1.23  C1 1.091
6 H -1.25 -0.15 -3.38  C2 1.097
7 H -1.42 1.48 -2.67  C2 1.095
8 H 0.08 1.05 -3.39  C2 1.091
9 C -0.19 -0.52 2.32  C10 1.535, H11 1.083, H12 1.094, H13 1.089
10 C 1.24 -0.09 1.97  C9 1.535, H14 1.086, H15 1.098, H16 1.086
11 H -0.87 0.32 2.45  C9 1.083
12 H -0.62 -1.13 1.53  C9 1.094
13 H -0.17 -1.18 3.19  C9 1.089
14 H 1.95 -0.54 2.65  C10 1.086
15 H 1.34 1.00 2.01  C10 1.098
16 H 1.52 -0.42 0.97  C10 1.086

How positive or negative is each atom? The natural (NBO) charges in e answer that:
1. C -1.0288
2. C -0.7581
3. H 0.1837
4. H 0.1927
5. H 0.1825
6. H 0.1876
7. H 0.1890
8. H 0.1868
9. C -0.7557
10. C -0.7550
11. H 0.1973
12. H 0.2052
13. H 0.1855
14. H 0.1849
15. H 0.1940
16. H 0.2084


- Which value of charge does entry 3 give?
  0